Entry 1:
Density functional theory data (ωB97M-V/def2-TZVPD) for a single C4H4OS3 molecule.

Structure (XYZ):
```
12
Properties=species:S:1:pos:R:3:forces:R:3
C -1.857 -0.106 -0.908 -0.7 -0.1 0.4
C -1.038 -0.007 0.345 -0.1 0.0 -0.3
S -1.547 0.489 1.788 0.1 0.0 -0.1
C 0.359 -0.576 0.239 0.1 -0.2 0.1
O 0.523 -1.758 0.049 0.0 0.4 0.0
C 1.551 0.366 0.383 0.0 0.0 0.0
S 1.430 1.930 -0.018 0.0 -0.2 0.0
S 2.967 -0.500 0.890 0.1 0.3 0.0
H -1.800 -1.140 -1.288 -0.1 0.3 0.1
H -2.913 0.178 -0.692 0.8 -0.2 -0.3
H -1.446 0.533 -1.691 0.1 0.1 0.0
H 3.771 0.590 0.902 -0.3 -0.3 0.0
```
Positions in Å, forces in eV/Å.

Frontier orbital gap (eV): 7.6
E_HOMO (eV): -9.016
E_LUMO (eV): -1.4
Spin multiplicity: 1
Energy above the lowest of the compared OMol25 structures with the same formula, charge and spin (kcal/mol): 18.28
Structure (SMILES): CC(=S)C(=O)C(=S)S

---

Entry 2:
Density functional theory data (ωB97M-V/def2-TZVPD) for a 2-piece molecular cluster, C6H8OS2 overall.

Structure (XYZ):
```
17
Properties=species:S:1:pos:R:3:forces:R:3
S -1.461 -2.803 -0.072 0.0 -0.2 -0.2
C -0.646 -1.479 -0.891 -0.5 0.2 0.6
C -0.605 -0.218 -0.455 0.2 -0.4 -0.8
C 0.061 0.959 -1.110 0.1 0.0 0.0
C -0.299 2.049 -0.148 -0.1 -0.1 0.2
C -0.981 1.516 0.858 0.3 0.6 -0.4
O -1.190 0.170 0.727 -0.2 -0.6 0.2
H -1.848 -2.096 0.985 -0.1 0.1 0.2
H -0.191 -1.771 -1.818 0.2 0.1 -0.2
H -0.299 1.135 -2.125 0.0 0.0 0.0
H 1.150 0.810 -1.165 -0.1 0.0 0.0
H -0.022 3.075 -0.268 0.0 0.3 0.1
H -1.397 1.954 1.746 -0.1 0.1 0.1
C 1.724 -1.546 0.752 0.7 0.3 -0.4
S 2.826 -0.729 -0.101 0.0 -0.2 0.3
H 1.243 -1.105 1.615 -0.2 0.0 0.1
H 1.485 -2.575 0.527 -0.1 -0.1 0.0
```
Positions in Å, forces in eV/Å.

Frontier orbital gap (eV): 7.8
E_HOMO (eV): -7.942
E_LUMO (eV): -0.1
Spin multiplicity: 1
Energy above the lowest of the compared OMol25 structures with the same formula, charge and spin (kcal/mol): 16.92
Structure (SMILES): S/C=C1/CC=CO1.C=S

---

Entry 3:
Density functional theory data (ωB97M-V/def2-TZVPD) for a 5-piece molecular cluster, C29H51BIN7 overall.

Structure (XYZ):
```
89
Properties=species:S:1:pos:R:3:forces:R:3
C -6.639 0.999 3.592 1.6 -0.6 -0.1
C -5.353 0.224 3.089 0.7 0.3 -1.0
C -4.999 -1.112 3.545 1.4 1.0 -1.3
C -3.761 -1.765 3.072 -0.8 2.8 -0.9
C -2.916 -1.013 2.133 -0.8 0.2 0.4
C -1.562 -1.586 1.601 -0.5 -0.3 -0.6
B -0.255 -0.828 2.219 -0.5 -0.2 -0.4
C 0.313 -1.354 3.637 -0.5 -0.1 -0.1
C -0.112 -0.510 4.904 0.1 -1.8 0.6
C -1.564 -0.809 5.440 0.4 1.0 0.5
I 0.089 1.641 4.697 0.1 -0.4 0.1
C 0.367 0.348 1.323 0.1 0.0 0.0
C 1.316 -0.193 0.141 -0.3 2.1 0.8
N 2.566 -0.603 0.782 -0.6 -0.7 -0.3
N 0.681 -1.227 -0.685 1.1 0.1 -0.2
N 1.621 1.020 -0.720 -1.0 -0.2 0.8
C -3.298 0.323 1.640 -1.2 -0.8 1.3
C -4.519 0.958 2.111 1.1 -2.7 0.9
H -6.296 1.584 4.494 -0.8 -0.5 -0.8
H -6.938 1.719 2.785 0.0 -0.7 0.9
H -7.443 0.266 3.850 0.5 0.9 -0.2
H -5.672 -1.612 4.278 0.6 0.4 -0.7
H -3.459 -2.781 3.419 -0.3 1.0 -0.3
H -1.506 -2.704 1.762 -0.1 1.1 0.1
H -1.572 -1.462 0.478 0.1 0.0 1.2
H 1.425 -1.483 3.558 -0.9 0.4 0.2
H -0.127 -2.387 3.791 0.5 1.0 0.1
H 0.592 -0.811 5.733 -0.6 0.7 -0.9
H -2.334 -0.221 4.877 0.6 -0.9 0.3
H -1.779 -1.907 5.488 0.2 0.9 -0.3
H -1.597 -0.414 6.499 0.0 -0.4 -1.0
H 1.003 1.082 1.893 -0.5 -0.8 -0.4
H -0.466 0.964 0.873 0.8 -0.8 0.3
H 2.951 0.181 1.312 -0.3 -0.4 -0.3
H 3.282 -0.830 0.089 -0.3 0.2 0.1
H 1.454 -1.670 -1.207 -0.5 0.0 0.3
H 0.142 -0.765 -1.431 0.2 -0.1 0.5
H 1.931 1.728 -0.039 0.0 -0.2 -0.5
H 0.683 1.356 -0.994 0.6 0.0 -0.1
H -2.621 0.831 0.896 -0.9 -0.6 1.0
H -4.786 1.981 1.758 0.1 -1.0 0.4
C 5.835 0.779 4.653 -0.1 0.0 0.0
C 6.729 -0.199 3.901 -0.2 0.1 0.3
C 7.173 0.323 2.532 0.2 -0.3 0.2
C 6.050 0.480 1.607 0.1 0.1 -0.1
N 5.167 0.610 0.884 0.3 0.1 0.1
H 4.897 0.954 4.121 0.0 0.0 0.0
H 5.586 0.381 5.638 0.0 0.1 0.0
H 6.335 1.741 4.793 0.0 0.0 0.0
H 6.207 -1.153 3.789 0.1 0.0 -0.1
H 7.620 -0.392 4.504 0.0 0.0 -0.2
H 7.890 -0.379 2.099 -0.1 0.1 -0.1
H 7.695 1.277 2.645 -0.1 0.0 -0.1
C 3.339 0.440 -3.019 0.3 0.0 -0.4
C 4.000 0.475 -4.393 0.1 0.0 0.4
C 3.156 -0.196 -5.479 0.3 0.3 -0.1
C 3.001 -1.634 -5.252 -0.2 0.0 0.0
N 2.876 -2.762 -5.069 0.1 0.1 0.0
H 3.214 -0.585 -2.663 -0.1 0.0 0.0
H 3.954 0.970 -2.291 -0.1 0.0 0.0
H 2.361 0.916 -3.043 0.1 -0.1 0.0
H 4.985 0.003 -4.334 0.0 0.0 -0.2
H 4.164 1.519 -4.674 0.0 -0.1 -0.1
H 3.636 -0.044 -6.449 -0.1 -0.2 0.0
H 2.172 0.277 -5.535 -0.1 -0.2 0.1
C -0.365 2.823 -4.448 0.0 -0.1 0.0
C -1.868 2.571 -4.453 0.3 -0.1 -0.3
C -2.571 3.100 -3.201 -0.2 0.0 -0.4
C -2.147 2.391 -1.995 0.0 0.2 0.1
N -1.811 1.835 -1.048 0.0 0.0 -0.2
H 0.126 2.296 -3.626 0.0 0.0 0.0
H 0.078 2.468 -5.380 0.0 0.0 0.1
H -0.147 3.889 -4.352 0.0 0.0 0.0
H -2.053 1.499 -4.563 0.0 0.1 0.0
H -2.301 3.061 -5.329 -0.1 0.0 0.1
H -3.651 2.978 -3.319 0.0 0.0 0.2
H -2.385 4.171 -3.090 0.1 -0.1 0.2
C -4.236 -2.390 -4.233 0.0 0.0 0.0
C -3.368 -2.635 -3.004 -0.3 -0.2 -0.2
C -2.518 -1.424 -2.618 -0.1 -0.3 0.3
C -1.515 -1.100 -3.635 0.0 0.1 0.0
N -0.730 -0.844 -4.436 -0.1 0.0 0.1
H -3.627 -2.201 -5.121 0.0 0.0 0.0
H -4.856 -3.265 -4.437 0.0 0.1 0.0
H -4.898 -1.534 -4.082 0.0 0.0 0.0
H -2.729 -3.504 -3.181 0.0 0.1 0.1
H -4.019 -2.885 -2.162 0.1 0.1 0.1
H -2.006 -1.635 -1.675 0.1 0.1 -0.1
H -3.159 -0.556 -2.441 0.1 0.0 -0.1
```
Positions in Å, forces in eV/Å.

Frontier orbital gap (eV): 8.6
E_HOMO (eV): -8.063
E_LUMO (eV): 0.5
Spin multiplicity: 1
Structure (SMILES): Cc1ccc(CB(C[C@H](C)I)CC(N)(N)N)cc1.CCCC#N.CCCC#N.CCCC#N.CCCC#N

---

Entry 4:
Density functional theory data (ωB97M-V/def2-TZVPD) for C13H34N6OP2Ru as an isolated structure.

Structure (XYZ):
```
57
Properties=species:S:1:pos:R:3:forces:R:3
Ru -0.057 -0.366 -0.310 1.3 2.3 0.8
C -1.800 4.409 2.614 0.3 0.6 0.5
N -1.965 3.422 1.573 0.9 -0.7 -0.4
C -3.254 3.408 0.917 -0.6 -0.1 -0.1
C -0.995 2.545 1.230 -0.7 0.2 0.2
N -1.222 1.454 0.563 -0.4 -2.2 -1.2
N 0.290 2.849 1.633 0.4 0.3 0.2
C 1.442 2.107 1.479 -0.3 0.5 0.3
N 2.516 2.604 2.105 0.0 0.0 -0.1
N 1.488 1.009 0.784 -0.6 -1.8 -1.4
H -2.784 4.676 3.000 0.1 -0.1 0.0
H -1.339 5.328 2.236 0.0 0.0 0.0
H -1.216 4.014 3.447 -0.1 0.0 0.0
H -3.619 4.433 0.829 0.1 -0.1 0.0
H -4.000 2.846 1.490 0.1 0.0 -0.1
H -3.181 3.001 -0.090 0.0 0.0 0.0
H -2.210 1.236 0.434 0.3 0.4 0.3
H 0.412 3.744 2.091 -0.1 -0.1 -0.1
H 2.502 3.460 2.635 -0.1 0.0 0.0
H 3.406 2.135 2.068 0.0 0.0 -0.1
H 2.426 0.608 0.767 -0.3 0.2 0.0
C -2.452 0.464 -3.305 0.0 -0.3 0.8
P -0.764 0.383 -2.626 0.8 0.3 0.0
C -0.106 2.078 -2.814 0.0 -0.3 0.4
C 0.157 -0.626 -3.867 -0.1 -0.2 0.5
C 1.593 -0.925 -3.446 0.1 0.1 0.3
P 1.707 -1.654 -1.749 -1.6 -0.5 -0.5
C 3.394 -2.343 -1.700 0.0 0.5 0.7
C 0.679 -3.172 -1.868 0.2 0.2 -0.1
H -2.400 0.746 -4.357 0.2 0.0 0.0
H -3.046 1.205 -2.773 0.0 0.0 0.0
H -2.943 -0.505 -3.226 0.0 0.0 0.0
H -0.135 2.369 -3.865 0.0 -0.1 0.0
H 0.921 2.135 -2.446 0.0 0.0 -0.1
H -0.718 2.769 -2.236 0.0 0.0 0.0
H 0.137 -0.096 -4.827 -0.1 0.0 0.2
H -0.411 -1.552 -4.003 0.0 0.0 0.0
H 2.204 -0.017 -3.454 0.0 -0.1 -0.1
H 2.057 -1.631 -4.145 0.0 0.1 0.1
H 3.510 -3.053 -2.523 -0.2 0.1 0.0
H 3.567 -2.866 -0.759 0.0 0.0 0.0
H 4.135 -1.552 -1.801 0.1 0.0 0.0
H 0.933 -3.685 -2.798 -0.1 -0.1 0.0
H -0.393 -2.951 -1.848 0.2 -0.1 0.0
H 0.925 -3.828 -1.033 -0.1 0.0 0.0
C 0.524 -2.376 2.560 0.4 0.4 -0.2
N -0.805 -2.939 2.507 -0.1 0.5 -0.7
C -1.147 -3.847 3.576 -0.2 -0.6 0.7
C -1.652 -2.611 1.557 -0.2 -0.8 0.8
O -1.417 -1.855 0.595 0.6 1.6 -1.6
H 0.584 -1.633 3.361 0.0 -0.1 0.0
H 0.769 -1.881 1.603 0.0 -0.3 0.4
H 1.255 -3.159 2.766 -0.1 0.0 -0.1
H -0.912 -3.388 4.538 -0.1 0.0 -0.1
H -0.580 -4.777 3.489 0.0 0.1 -0.1
H -2.205 -4.092 3.552 0.0 0.1 0.0
H -2.650 -3.066 1.630 0.2 0.0 0.0
```
Positions in Å, forces in eV/Å.

Charge: +3
Frontier orbital gap (spin up / spin down) (eV): 6.5 / 6.8
E_HOMO (spin up / spin down) (eV): -17.749 / -17.708
E_LUMO (spin up / spin down) (eV): -11.2 / -10.9
Spin multiplicity: 2
Energy above the lowest of the compared OMol25 structures with the same formula, charge and spin (kcal/mol): 69.72

---

> What is the spin multiplicity in the fourth record?

2

---

> The highest spin multiplicity belongs to which entry?

C13H34N6OP2Ru

---

> Which value of spin multiplicity does entry 2 give?

1

---

Copy entry 4 word for word.
Density functional theory data (ωB97M-V/def2-TZVPD) for C13H34N6OP2Ru as an isolated structure.

Structure (XYZ):
```
57
Properties=species:S:1:pos:R:3:forces:R:3
Ru -0.057 -0.366 -0.310 1.3 2.3 0.8
C -1.800 4.409 2.614 0.3 0.6 0.5
N -1.965 3.422 1.573 0.9 -0.7 -0.4
C -3.254 3.408 0.917 -0.6 -0.1 -0.1
C -0.995 2.545 1.230 -0.7 0.2 0.2
N -1.222 1.454 0.563 -0.4 -2.2 -1.2
N 0.290 2.849 1.633 0.4 0.3 0.2
C 1.442 2.107 1.479 -0.3 0.5 0.3
N 2.516 2.604 2.105 0.0 0.0 -0.1
N 1.488 1.009 0.784 -0.6 -1.8 -1.4
H -2.784 4.676 3.000 0.1 -0.1 0.0
H -1.339 5.328 2.236 0.0 0.0 0.0
H -1.216 4.014 3.447 -0.1 0.0 0.0
H -3.619 4.433 0.829 0.1 -0.1 0.0
H -4.000 2.846 1.490 0.1 0.0 -0.1
H -3.181 3.001 -0.090 0.0 0.0 0.0
H -2.210 1.236 0.434 0.3 0.4 0.3
H 0.412 3.744 2.091 -0.1 -0.1 -0.1
H 2.502 3.460 2.635 -0.1 0.0 0.0
H 3.406 2.135 2.068 0.0 0.0 -0.1
H 2.426 0.608 0.767 -0.3 0.2 0.0
C -2.452 0.464 -3.305 0.0 -0.3 0.8
P -0.764 0.383 -2.626 0.8 0.3 0.0
C -0.106 2.078 -2.814 0.0 -0.3 0.4
C 0.157 -0.626 -3.867 -0.1 -0.2 0.5
C 1.593 -0.925 -3.446 0.1 0.1 0.3
P 1.707 -1.654 -1.749 -1.6 -0.5 -0.5
C 3.394 -2.343 -1.700 0.0 0.5 0.7
C 0.679 -3.172 -1.868 0.2 0.2 -0.1
H -2.400 0.746 -4.357 0.2 0.0 0.0
H -3.046 1.205 -2.773 0.0 0.0 0.0
H -2.943 -0.505 -3.226 0.0 0.0 0.0
H -0.135 2.369 -3.865 0.0 -0.1 0.0
H 0.921 2.135 -2.446 0.0 0.0 -0.1
H -0.718 2.769 -2.236 0.0 0.0 0.0
H 0.137 -0.096 -4.827 -0.1 0.0 0.2
H -0.411 -1.552 -4.003 0.0 0.0 0.0
H 2.204 -0.017 -3.454 0.0 -0.1 -0.1
H 2.057 -1.631 -4.145 0.0 0.1 0.1
H 3.510 -3.053 -2.523 -0.2 0.1 0.0
H 3.567 -2.866 -0.759 0.0 0.0 0.0
H 4.135 -1.552 -1.801 0.1 0.0 0.0
H 0.933 -3.685 -2.798 -0.1 -0.1 0.0
H -0.393 -2.951 -1.848 0.2 -0.1 0.0
H 0.925 -3.828 -1.033 -0.1 0.0 0.0
C 0.524 -2.376 2.560 0.4 0.4 -0.2
N -0.805 -2.939 2.507 -0.1 0.5 -0.7
C -1.147 -3.847 3.576 -0.2 -0.6 0.7
C -1.652 -2.611 1.557 -0.2 -0.8 0.8
O -1.417 -1.855 0.595 0.6 1.6 -1.6
H 0.584 -1.633 3.361 0.0 -0.1 0.0
H 0.769 -1.881 1.603 0.0 -0.3 0.4
H 1.255 -3.159 2.766 -0.1 0.0 -0.1
H -0.912 -3.388 4.538 -0.1 0.0 -0.1
H -0.580 -4.777 3.489 0.0 0.1 -0.1
H -2.205 -4.092 3.552 0.0 0.1 0.0
H -2.650 -3.066 1.630 0.2 0.0 0.0
```
Positions in Å, forces in eV/Å.

Charge: +3
Frontier orbital gap (spin up / spin down) (eV): 6.5 / 6.8
E_HOMO (spin up / spin down) (eV): -17.749 / -17.708
E_LUMO (spin up / spin down) (eV): -11.2 / -10.9
Spin multiplicity: 2
Energy above the lowest of the compared OMol25 structures with the same formula, charge and spin (kcal/mol): 69.72